No. 1
{
  "formula": "C20H41BrClIN3O3",
  "method": "wB97M-V/def2-TZVPD",
  "total_energy_ha": -4508.1993,
  "multiplicity": 1,
  "lumo_ev": -4.05,
  "total_charge": 1,
  "species": ["O", "H", "C", "H", "C", "H", "H", "H", "C", "H", "H", "H", "N", "C", "O", "C", "C", "Br", "H", "C", "Cl", "H", "H", "C", "H", "H", "H", "H", "H", "H", "H", "C", "O", "H", "H", "C", "H", "H", "H", "H", "H", "H", "C", "H", "C", "N", "H", "H", "H", "H", "H", "C", "C", "C", "H", "C", "C", "H", "H", "C", "H", "H", "H", "I", "H", "N", "H", "C", "C", "H"],
  "coordinates": [[6.962, -1.861, -0.393], [8.391, -2.044, 1.052], [-4.440, -1.608, -1.073], [-2.078, 3.005, 3.074], [-0.704, -2.717, 1.330], [4.963, 0.135, -1.613], [6.663, -2.165, 1.671], [1.046, 4.083, 2.074], [-1.519, 4.260, 1.320], [-1.244, -4.822, 1.501], [4.875, 2.137, 1.185], [-1.452, -3.907, 3.092], [-2.415, 0.017, 1.743], [-0.815, -4.048, 2.188], [-3.194, -4.101, -5.878], [4.042, 0.228, 0.414], [-0.302, 4.054, 0.313], [-0.957, -0.101, -0.735], [-0.267, 3.003, -0.055], [-2.349, -0.828, 0.511], [0.300, -3.195, -0.131], [0.213, -4.395, 2.426], [3.061, 4.211, -0.022], [4.032, 1.801, 0.537], [1.310, 5.482, 0.971], [-3.030, -0.457, 2.412], [-2.907, -0.033, -2.973], [-2.742, -1.285, -4.239], [-4.573, -2.493, -0.415], [-0.172, -1.946, 1.931], [-2.488, -3.044, 0.143], [-3.544, -2.091, -2.293], [-4.157, -3.231, -2.911], [-2.566, -2.469, -1.908], [5.003, -2.193, 0.329], [1.072, 4.393, 0.997], [-3.354, 0.352, -0.972], [2.860, 2.738, 2.203], [4.224, 2.225, -0.479], [-2.306, -3.985, -6.231], [-2.816, -2.513, 1.818], [-5.012, -2.962, -3.272], [-3.693, -0.475, -0.312], [1.784, 3.151, -0.722], [2.194, 3.556, 0.236], [-4.432, 0.287, 0.762], [5.227, -2.179, -1.475], [-3.903, 2.969, 0.972], [6.128, 0.469, -0.308], [-3.136, -3.761, -4.976], [1.939, 1.554, 1.226], [-2.166, -2.325, 0.931], [2.696, 2.372, 1.158], [5.546, -1.701, -0.521], [-5.410, -1.236, -1.485], [-3.362, -0.968, -3.372], [5.231, -0.143, -0.561], [3.075, -0.165, 0.001], [-4.388, -0.694, -3.724], [-3.343, 1.065, 1.293], [-2.352, 4.686, 0.705], [-0.477, 4.742, -0.550], [-1.224, 4.946, 2.144], [-6.125, 1.300, 0.190], [4.166, -0.270, 1.408], [-3.194, 2.341, 1.347], [-1.118, 2.161, 1.801], [-1.949, 2.883, 1.974], [7.355, -1.640, 0.968], [7.316, -0.553, 1.244]],
  "forces_ev_per_a": [[-0.7, -0.4, 0.9], [-0.8, 0.5, 0.1], [1.1, 0.2, -0.1], [-0.3, -0.2, -0.9], [-0.6, -1.4, 1.0], [0.1, -0.1, 0.9], [0.6, 0.1, -0.4], [0.0, 0.2, -0.8], [0.2, -0.9, -0.8], [0.1, 0.5, 0.8], [-0.4, -0.4, -0.6], [0.6, -0.1, -0.6], [-0.3, 1.7, -1.1], [0.3, 0.3, -1.1], [0.1, 0.2, 0.1], [0.7, 0.7, -0.7], [-0.3, 1.0, 1.0], [0.1, -0.3, 1.0], [-0.2, 0.7, 0.2], [-0.8, -0.8, -0.5], [-0.5, 0.6, 0.7], [-0.8, 0.3, 0.2], [-0.6, -0.5, 0.2], [-0.6, -0.7, 0.6], [-0.4, -0.8, 0.0], [0.6, -0.3, 0.0], [-0.2, -0.7, -0.2], [-0.5, 0.0, 0.6], [-0.3, 0.6, -0.4], [-0.3, -0.3, -0.8], [0.2, 0.7, 0.5], [-0.1, 0.5, -0.3], [0.3, 0.4, 0.4], [-0.7, 0.4, -0.4], [0.4, 0.3, -0.6], [0.2, -0.8, -0.9], [-0.6, -1.0, -0.3], [-0.1, -0.2, -0.9], [-0.3, -0.3, 0.7], [0.0, -0.1, -0.1], [0.4, 0.2, -0.6], [0.1, -0.1, -0.1], [0.4, 0.3, 0.0], [0.4, 0.3, 0.7], [-0.2, 0.2, 1.3], [0.8, 1.9, 0.3], [0.4, 0.2, 0.7], [0.0, -0.2, 0.0], [-0.5, -0.7, 0.0], [-0.1, -0.1, 0.1], [0.3, 0.6, -0.1], [0.8, 0.4, -0.4], [0.5, 0.4, -1.0], [0.3, 1.3, -0.4], [0.7, -0.3, 0.5], [-0.3, 0.2, 0.5], [-1.0, -0.8, 0.2], [0.7, 0.5, 0.2], [0.8, -0.2, 0.0], [-1.8, -2.7, -0.3], [0.4, -0.2, 0.9], [0.3, -0.7, 0.5], [-0.4, -0.3, -0.8], [0.2, 0.0, -0.1], [0.1, 0.5, -0.7], [1.2, -1.0, 0.9], [-0.9, 0.3, 0.2], [1.1, 1.3, 0.1], [0.2, 0.0, -0.1], [0.2, -0.8, -0.3]]
}

No. 2
{
  "formula": "C20H42B2Br2N5O8",
  "method": "wB97M-V/def2-TZVPD",
  "total_energy_ha": -6860.7463,
  "multiplicity": 1,
  "lumo_ev": 1.57,
  "total_charge": -1,
  "species": ["C", "H", "O", "H", "H", "C", "H", "H", "H", "C", "N", "C", "C", "H", "H", "O", "H", "B", "H", "H", "N", "H", "H", "H", "O", "C", "H", "O", "N", "H", "O", "C", "H", "C", "C", "H", "C", "H", "C", "H", "N", "H", "H", "H", "C", "C", "H", "H", "H", "H", "N", "O", "H", "H", "H", "C", "H", "H", "C", "C", "Br", "H", "H", "C", "H", "Br", "O", "H", "H", "O", "H", "H", "H", "C", "B", "H", "C", "H", "C"],
  "coordinates": [[-8.484, -4.831, -0.114], [6.406, 5.233, -1.732], [5.580, 5.438, -2.267], [-1.916, 3.743, -3.183], [-1.728, -4.443, 6.863], [9.136, 5.653, -2.881], [-3.546, -4.546, -1.400], [-1.092, -6.098, 6.581], [-1.658, -3.664, -2.416], [-0.317, 5.247, -2.342], [10.251, 6.407, -3.124], [-0.230, -1.308, 2.800], [-1.456, -5.183, 6.104], [-1.213, 0.180, 3.955], [-3.021, -3.896, -3.562], [8.414, 5.914, -1.921], [10.390, 7.155, -2.456], [2.174, 5.608, -1.147], [-2.525, 5.507, -2.846], [-1.732, -2.731, -3.923], [-7.797, -7.187, -0.022], [0.736, -1.178, 3.296], [12.191, 6.079, -3.750], [9.672, 3.798, -3.804], [-0.574, -4.485, 3.986], [-0.398, -4.623, 5.195], [2.611, 5.326, -0.068], [3.064, 4.910, -2.124], [0.793, -4.261, 5.759], [-3.836, -3.799, 0.190], [4.798, 3.931, -0.393], [-7.417, -5.886, -0.205], [-0.067, -1.521, 1.744], [-1.520, 0.729, 2.054], [-4.126, -3.794, -0.863], [-0.765, -2.142, 3.260], [11.207, 6.249, -4.194], [-1.728, 1.131, -0.033], [8.847, 4.517, -3.821], [-1.697, -0.594, 0.381], [-3.915, -2.463, -1.382], [1.426, -3.347, 7.499], [5.095, 4.542, 0.371], [-5.190, -4.029, -0.948], [-1.860, 4.619, -2.406], [0.638, 5.020, -1.214], [7.934, 4.004, -3.511], [8.700, 4.901, -4.836], [-9.092, -8.225, 1.206], [1.462, -3.892, 5.095], [-1.006, -0.107, 3.006], [-2.164, 1.720, 2.389], [-8.044, -3.845, -0.279], [11.225, 7.174, -4.775], [-7.033, -7.848, -0.095], [2.274, 8.579, -1.794], [10.960, 5.415, -4.852], [-4.409, -1.691, -0.951], [2.273, 7.263, -1.240], [-9.122, -7.689, 0.254], [0.210, 6.343, -3.980], [-2.304, 4.372, -1.351], [-8.939, -4.845, 0.882], [1.175, -4.351, 7.149], [-9.864, -6.892, 0.312], [0.036, 3.863, 0.355], [-3.032, -0.906, -2.746], [2.057, -4.992, 7.219], [-9.246, -5.003, -0.881], [-6.240, -5.615, -0.434], [-2.350, -5.428, 5.525], [-0.187, 0.376, 0.418], [-9.397, -8.382, -0.545], [-1.263, 0.384, 0.614], [4.428, 4.758, -1.576], [2.397, 9.650, -2.308], [-3.106, -2.089, -2.419], [0.380, -4.762, 7.772], [-2.332, -3.168, -3.121]],
  "forces_ev_per_a": [[-0.1, 0.3, 0.0], [-1.3, 0.5, -1.1], [-1.6, -2.1, 2.5], [0.1, 1.5, 1.7], [0.0, -0.2, 0.0], [-0.5, 0.4, 0.8], [-0.1, 0.2, 0.0], [-0.1, 0.2, 0.1], [-0.1, -0.1, -0.1], [0.9, -2.1, 4.1], [-0.5, -0.3, 0.2], [-0.2, 0.0, 0.5], [-0.3, -0.1, 0.1], [0.1, -0.1, -0.2], [0.2, -0.1, 0.1], [0.7, -0.2, -0.5], [0.0, -0.2, -0.2], [0.4, -0.2, 0.8], [1.3, -2.0, 0.9], [-0.2, 0.1, 0.2], [0.2, 0.8, -0.1], [0.1, -0.3, -0.1], [0.1, 0.0, -0.3], [-0.1, 0.1, -0.2], [0.0, -0.2, 0.8], [0.4, 0.3, -1.0], [-0.1, 0.1, 0.7], [4.0, -0.2, 1.4], [-0.7, -0.2, -0.3], [0.0, -0.3, 0.0], [-0.1, 2.7, -0.1], [0.8, -0.4, -0.1], [-0.1, 0.1, 0.2], [-0.4, 0.7, 0.4], [-0.5, 0.4, 0.2], [0.3, -0.2, -0.2], [0.1, 0.4, 0.3], [0.1, -0.1, 0.3], [-0.2, -0.2, -0.1], [0.2, 0.0, -0.1], [0.7, 0.3, -0.7], [0.0, -0.2, 0.3], [-0.8, -1.5, -2.0], [0.6, -0.1, 0.1], [0.4, 1.8, -0.9], [-3.5, 1.2, -4.5], [0.1, 0.3, 0.0], [0.1, -0.2, 0.1], [-0.3, 0.0, 0.0], [-0.1, -0.1, 0.1], [-0.3, 0.4, -0.4], [0.3, -0.6, -0.1], [0.0, -0.3, 0.0], [0.2, -0.2, -0.2], [-0.2, 0.1, 0.0], [0.3, -8.0, 3.2], [0.0, 0.1, 0.2], [0.1, -0.2, -0.1], [-0.3, 10.3, -5.4], [0.3, -0.4, 0.0], [-0.6, -1.3, 1.9], [1.3, 0.2, -2.1], [-0.1, 0.0, -0.2], [0.4, 0.2, -0.2], [0.2, -0.1, 0.0], [0.3, 1.1, -1.6], [0.0, -0.7, 0.0], [0.0, 0.0, 0.3], [0.0, 0.0, 0.2], [-1.1, -0.5, 0.2], [0.3, 0.1, 0.0], [-0.2, -0.1, -0.1], [-0.3, 0.0, 0.2], [-0.1, 0.0, -0.2], [-0.5, 1.0, -1.2], [-0.3, -3.1, 1.7], [-0.4, 1.1, 0.3], [0.1, 0.1, -0.2], [0.2, -0.1, -0.2]]
}

No. 3
{
  "formula": "C20H42Cl2FN2O8PS3",
  "method": "wB97M-V/def2-TZVPD",
  "total_energy_ha": -4054.7374,
  "multiplicity": 1,
  "lumo_ev": 0.09,
  "smiles": "CCOP(=O)(CC[C@@H](O[C@H]([C@@](S)([C@@H](C)F)N(S)OCCNC[C@H](C)O)S(C)(=O)=O)[C@H](Cl)[C@H](C)Cl)OCC",
  "species": ["C", "O", "C", "C", "C", "H", "H", "H", "H", "H", "H", "H", "C", "C", "H", "C", "H", "C", "C", "H", "O", "H", "C", "O", "C", "H", "H", "H", "H", "C", "C", "P", "H", "H", "H", "O", "H", "F", "O", "C", "N", "H", "H", "O", "C", "H", "S", "H", "H", "C", "O", "H", "H", "H", "H", "C", "H", "H", "H", "Cl", "H", "H", "H", "H", "S", "C", "C", "Cl", "O", "H", "H", "S", "C", "H", "H", "H", "H", "N", "H"],
  "coordinates": [[0.698, 2.449, 1.070], [2.025, 0.221, 1.167], [5.070, 0.418, 3.464], [-3.752, -0.331, -2.815], [-3.445, -2.506, 1.477], [-3.328, -3.567, 1.316], [1.593, 0.657, -4.172], [-3.211, 0.128, -2.002], [-0.096, -2.434, 4.025], [0.311, 2.870, 0.155], [0.205, 0.050, -5.034], [-0.780, 0.983, -0.717], [0.893, -0.163, -4.224], [0.793, 0.112, -1.686], [1.384, -3.429, 3.857], [4.605, 1.714, 2.791], [5.690, 0.646, 4.318], [4.886, 1.642, 1.303], [-2.102, -1.752, 1.616], [5.197, 2.504, 3.244], [2.660, 1.612, -2.065], [-3.941, -2.400, -3.215], [4.450, 2.671, -0.873], [-5.773, -2.292, 0.145], [-4.263, -1.724, -2.440], [5.939, 1.903, 1.169], [-4.010, -2.287, 2.368], [-6.001, 0.093, -1.016], [-5.344, -1.780, -2.397], [-5.437, 1.940, -0.152], [0.030, -3.579, 2.195], [-4.396, -1.797, 0.123], [-4.588, 0.278, -3.135], [-1.658, -1.827, 2.596], [5.043, 3.573, -1.013], [-4.412, -0.203, 0.323], [-0.910, 0.213, -3.071], [-0.291, -1.648, -2.917], [-3.677, -2.229, -1.233], [-0.166, 0.116, -0.473], [1.307, 1.520, -1.741], [-2.336, -0.706, 1.498], [2.499, 3.368, -0.947], [-1.078, -0.933, -0.424], [-5.639, 0.443, -0.063], [4.236, 3.510, 0.940], [2.183, -1.059, -1.494], [1.227, -1.960, 2.951], [-1.662, -2.819, -0.107], [-1.121, -2.075, 0.447], [3.257, 2.027, 3.077], [-6.347, 2.427, 0.171], [2.874, -0.848, -2.620], [5.669, -0.184, 2.791], [4.961, 1.781, -1.208], [0.035, -0.303, -2.974], [-3.085, -0.413, -3.661], [-4.626, 2.301, 0.468], [4.233, -0.183, 3.796], [0.435, -4.032, -0.481], [1.348, -1.109, -4.459], [3.282, 3.498, -2.524], [2.835, 1.259, 3.480], [1.082, -2.240, 0.870], [0.286, 2.628, -2.605], [0.675, -2.792, 3.358], [3.165, 2.879, -1.638], [0.924, -5.157, 2.104], [-0.102, 0.273, 2.248], [0.875, 2.810, -3.809], [-5.265, 2.276, -1.165], [0.660, 0.655, 1.086], [0.165, -2.810, 0.849], [0.063, 2.779, 1.878], [-0.981, -3.869, 2.395], [-6.388, 0.229, 0.682], [4.687, 0.655, 0.903], [4.062, 2.591, 0.552], [1.713, 2.738, 1.304]],
  "forces_ev_per_a": [[-0.7, -0.1, 0.1], [0.4, -0.6, -0.8], [0.1, 0.3, 0.0], [-0.3, -0.4, -0.2], [1.4, 1.4, -0.5], [-0.1, -0.3, 0.0], [0.4, 0.0, 0.0], [0.0, 0.2, 0.3], [0.0, 0.2, 0.4], [0.2, 0.1, -0.3], [0.0, 0.1, -0.4], [-0.3, 0.3, 0.3], [-1.0, 0.6, -0.2], [1.3, -0.5, -0.8], [0.0, -0.2, 0.5], [0.1, -0.6, 0.4], [0.1, -0.1, 0.4], [-0.4, 0.8, -0.3], [0.1, 0.3, -0.6], [0.1, 0.5, -0.2], [-0.3, 0.2, -0.1], [0.0, -0.4, -0.1], [-0.9, 0.7, 0.7], [-0.9, -0.3, 0.0], [0.5, 0.1, -0.5], [0.4, -0.4, 0.0], [-0.5, -0.2, 0.2], [-0.1, -0.4, -0.3], [-0.2, 0.0, 0.3], [0.0, 0.1, -0.1], [1.4, -0.1, -0.1], [-1.3, -1.1, 0.5], [-0.1, 0.4, 0.1], [0.0, -0.2, 0.2], [0.5, -0.1, -0.3], [0.8, -0.3, -0.5], [-0.1, 0.3, 0.1], [-0.3, -0.2, 0.2], [0.4, 0.7, 0.5], [-0.3, -0.1, -0.3], [-0.8, -0.3, -0.1], [0.0, 0.4, 0.2], [-0.5, 0.1, 0.0], [0.6, -0.2, 0.0], [0.0, 0.7, 0.3], [-0.2, 0.1, 0.2], [0.1, -0.4, 0.7], [0.1, 0.5, 0.0], [0.0, 0.0, -0.8], [-0.6, 0.2, 1.5], [-0.3, 0.0, 0.4], [-0.2, 0.2, 0.1], [-0.4, 0.2, -0.1], [0.1, -0.2, -0.2], [0.3, -0.2, -0.1], [0.5, -0.5, -0.2], [0.3, 0.0, -0.2], [0.2, -0.1, 0.2], [-0.2, -0.2, 0.0], [0.0, 0.6, -0.4], [0.4, -0.2, 0.1], [0.1, 0.2, -0.2], [0.0, 0.1, -0.3], [0.1, 0.4, 0.0], [-0.1, 0.7, 0.3], [-0.5, -0.2, -0.8], [0.6, -0.1, -0.5], [-0.1, -0.1, 0.5], [-1.2, -0.3, -0.3], [0.1, -0.5, 0.1], [0.3, 0.0, -0.3], [1.1, 0.8, 1.5], [-0.1, -1.1, -0.6], [-0.3, -0.1, 0.3], [-0.5, -0.1, 0.0], [-0.2, -0.3, 0.2], [-0.1, -0.3, 0.0], [0.7, -0.3, -0.1], [0.4, -0.1, -0.3]]
}

Q: What is the formula in the second record?
A: C20H42B2Br2N5O8